Computed, not measured: a 8-piece molecular cluster, C59H119F6N5O12 overall in a non-equilibrium geometry, with ωB97M-V/def2-TZVPD.

Properties
Structure (SMILES): CC1(C)CCCC(C)(C)N1O.CC1(C)CCCC(C)(C)N1O.CC1(C)CCCC(C)(C)N1O.CC1(C)CCCC(C)(C)N1O.CC1(C)CCCC(C)(C)N1O.CCOC(=O)C(F)(F)F.CCOC(=O)C(F)(F)F.COCCOCCOC
Highest occupied orbital energy, eV: -8.0523
Frontier orbital gap, eV: 8.5
Multiplicity: 1

Each line ends with the Löwdin charge.
CARTESIAN COORDINATES (ANGSTROEM)
1 C 4.1963 1.6810 10.1811  -0.084
2 O 4.1052 2.1313 8.7842  -0.190
3 C 3.6638 1.0970 7.9271  -0.210
4 C 3.3260 1.5097 6.4822  -0.175
5 O 4.4403 1.7973 5.6730  -0.107
6 C 5.2092 0.6999 5.2451  -0.199
7 C 4.5801 -0.2064 4.2246  -0.202
8 O 3.3524 -0.8176 4.6478  -0.190
9 C 2.7754 -1.6291 3.5895  -0.079
10 H 4.7756 0.7998 10.4567  0.084
11 H 3.1683 1.5806 10.5291  0.078
12 H 4.5448 2.5175 10.7868  0.080
13 H 2.8443 0.5515 8.3950  0.121
14 H 4.5616 0.4795 7.9547  0.112
15 H 2.8169 2.4626 6.6270  0.127
16 H 2.5944 0.8411 6.0286  0.112
17 H 5.5284 0.1082 6.1030  0.116
18 H 6.1202 1.1058 4.8053  0.129
19 H 5.2887 -0.9787 3.9253  0.124
20 H 4.3346 0.4550 3.3937  0.117
21 H 2.6696 -2.6738 3.8820  0.080
22 H 3.3619 -1.6449 2.6709  0.082
23 H 1.7524 -1.2860 3.4353  0.069
24 C 0.9033 5.4903 -3.8930  -0.074
25 C -0.5519 5.2482 -4.0779  -0.221
26 O -1.3422 6.2954 -3.4908  -0.008
27 C -1.5465 6.3079 -2.0991  -0.245
28 O -0.9594 5.4805 -1.3624  0.098
29 C -2.4829 7.4149 -1.5416  -0.636
30 F -1.7271 8.2356 -0.7668  0.146
31 F -2.9707 8.0991 -2.5808  0.175
32 F -3.3046 6.9342 -0.7561  0.280
33 H 1.5599 4.6872 -4.2278  0.084
34 H 1.1268 5.7938 -2.8703  0.078
35 H 1.2161 6.3196 -4.5274  0.077
36 H -0.8605 4.3099 -3.6170  0.114
37 H -0.7494 5.1657 -5.1466  0.127
38 C 1.2191 1.3577 1.2902  -0.030
39 C 0.8915 1.7602 -0.1762  -0.173
40 O 0.8769 0.5233 -0.9211  -0.019
41 C 0.4843 0.6220 -2.2315  -0.312
42 O 0.0398 1.6523 -2.7636  0.127
43 C 0.6364 -0.7316 -2.9895  -0.576
44 F 1.2488 -0.4451 -4.1092  0.180
45 F 1.3529 -1.6510 -2.3523  0.161
46 F -0.5430 -1.2623 -3.3309  0.164
47 H 1.0961 2.3035 1.8179  0.082
48 H 2.1923 0.8792 1.3998  0.059
49 H 0.5022 0.6281 1.6666  0.055
50 H 1.5575 2.4688 -0.6686  0.128
51 H -0.1170 2.1690 -0.2374  0.096
52 C 1.1829 -1.4810 -10.4960  -0.034
53 C 0.5839 -2.4876 -9.4814  -0.500
54 C 1.4889 -2.4222 -8.2376  -0.167
55 C 0.9375 -3.0310 -6.9895  -0.201
56 C -0.4172 -2.3511 -6.6308  -0.124
57 C -1.4230 -2.5699 -7.8252  -0.446
58 N -0.7947 -2.1332 -9.0951  -0.123
59 O -1.6655 -2.2158 -10.1729  -0.009
60 C -1.9841 -4.0441 -7.7745  -0.004
61 C -2.5023 -1.4848 -7.5298  -0.044
62 C 0.7302 -3.9001 -10.0329  -0.037
63 H 1.1219 -0.4482 -10.1529  0.083
64 H 0.6232 -1.5039 -11.4311  0.074
65 H 2.1937 -1.7680 -10.7856  0.083
66 H 2.4596 -2.8905 -8.4003  0.123
67 H 1.7185 -1.4036 -7.9249  0.118
68 H 1.6451 -2.8693 -6.1763  0.105
69 H 0.8953 -4.1176 -7.0646  0.103
70 H -0.1237 -1.3875 -6.2144  0.107
71 H -0.8003 -2.9478 -5.8030  0.106
72 H -1.1694 -4.7537 -7.9192  0.060
73 H -2.4073 -4.1625 -6.7771  0.078
74 H -2.7532 -4.2444 -8.5205  0.080
75 H -3.4096 -1.5664 -8.1283  0.074
76 H -2.7951 -1.5691 -6.4833  0.071
77 H -2.1408 -0.4636 -7.6506  0.084
78 H -0.0634 -4.0560 -10.7638  0.080
79 H 0.4720 -4.6747 -9.3108  0.067
80 H 1.6720 -4.0979 -10.5446  0.087
81 H -1.8134 -1.2961 -10.4050  0.106
82 C -5.8622 2.3172 6.1670  -0.055
83 C -4.4512 2.9292 6.3808  -0.463
84 C -3.8622 1.9787 7.4801  -0.164
85 C -2.3336 1.9462 7.6027  -0.175
86 C -1.8456 1.5063 6.1917  -0.118
87 C -2.1716 2.6532 5.1351  -0.424
88 N -3.6710 2.8321 5.0976  -0.101
89 O -4.0846 3.7614 4.1009  -0.017
90 C -1.4053 4.0378 5.5158  -0.004
91 C -1.7219 2.0307 3.8223  -0.057
92 C -4.5223 4.3777 6.9353  -0.021
93 H -5.9045 1.3648 5.6386  0.081
94 H -6.4687 3.0034 5.5759  0.069
95 H -6.4769 2.1936 7.0586  0.083
96 H -4.2531 2.1540 8.4824  0.115
97 H -4.2368 0.9669 7.3252  0.106
98 H -2.0792 1.1306 8.2796  0.104
99 H -2.0325 2.8890 8.0595  0.100
100 H -2.2850 0.5383 5.9508  0.117
101 H -0.7599 1.4171 6.1559  0.106
102 H -1.9521 4.8910 5.1143  0.071
103 H -1.2120 4.2185 6.5732  0.059
104 H -0.4316 4.1215 5.0330  0.066
105 H -2.1872 1.0648 3.6257  0.082
106 H -1.8003 2.6976 2.9637  0.062
107 H -0.6360 1.9358 3.8329  0.070
108 H -5.2749 4.9699 6.4147  0.079
109 H -3.4826 4.6879 7.0392  0.070
110 H -4.9510 4.4255 7.9363  0.077
111 H -4.8126 3.2955 3.6832  0.082
112 C 4.1792 0.8600 -2.5360  -0.018
113 C 5.0955 -0.1638 -1.7968  -0.413
114 C 6.2007 -0.5390 -2.8617  -0.141
115 C 7.4836 -1.0785 -2.3294  -0.201
116 C 7.8921 -0.2630 -1.1026  -0.141
117 C 6.8929 -0.0483 0.0305  -0.565
118 N 5.6876 0.4684 -0.5476  -0.084
119 O 4.6921 0.8557 0.4256  -0.021
120 C 6.8084 -1.3463 0.8139  -0.024
121 C 7.4537 1.0693 0.8759  -0.040
122 C 4.2685 -1.4192 -1.4229  -0.028
123 H 3.3580 1.1265 -1.8706  0.057
124 H 3.7672 0.3621 -3.4138  0.084
125 H 4.7349 1.7753 -2.7398  0.089
126 H 5.8690 -1.3329 -3.5309  0.118
127 H 6.4578 0.3054 -3.5012  0.117
128 H 8.2615 -1.0953 -3.0928  0.115
129 H 7.4482 -2.1374 -2.0733  0.106
130 H 8.2033 0.7070 -1.4902  0.122
131 H 8.7572 -0.8032 -0.7180  0.124
132 H 5.8851 -1.3478 1.3932  0.063
133 H 6.6715 -2.2031 0.1541  0.072
134 H 7.5580 -1.4748 1.5946  0.090
135 H 8.4444 0.7912 1.2356  0.092
136 H 7.4470 1.9897 0.2921  0.094
137 H 6.8880 1.2851 1.7822  0.074
138 H 3.3058 -1.1581 -0.9836  0.062
139 H 4.7462 -2.2087 -0.8426  0.073
140 H 3.9352 -1.9635 -2.3065  0.074
141 H 4.9355 1.7641 0.6181  0.094
142 C -1.9179 -1.7599 1.7261  -0.038
143 C -1.1676 -2.9241 1.0782  -0.402
144 C 0.3790 -2.8515 1.5608  -0.135
145 C 1.1767 -4.1231 1.4063  -0.168
146 C 0.4304 -5.2895 2.1074  -0.142
147 C -0.9876 -5.5361 1.6225  -0.509
148 N -1.7777 -4.2706 1.5341  -0.124
149 O -3.0495 -4.4556 1.0874  -0.011
150 C -0.8622 -6.2677 0.1813  -0.002
151 C -1.6305 -6.3992 2.5971  -0.070
152 C -1.1297 -2.7873 -0.4426  -0.045
153 H -1.4079 -0.8149 1.5389  0.068
154 H -2.0067 -1.8732 2.8065  0.086
155 H -2.9570 -1.6437 1.4182  0.065
156 H 0.8625 -2.0454 1.0091  0.108
157 H 0.2875 -2.5831 2.6133  0.095
158 H 2.1655 -4.0441 1.8582  0.099
159 H 1.3209 -4.3272 0.3453  0.105
160 H 0.5021 -5.1790 3.1894  0.118
161 H 1.0100 -6.2027 1.9729  0.116
162 H -0.5212 -5.5537 -0.5684  0.061
163 H -0.2366 -7.1600 0.2063  0.075
164 H -1.8095 -6.6064 -0.2384  0.070
165 H -2.5990 -6.7013 2.1985  0.085
166 H -1.1038 -7.3349 2.7847  0.097
167 H -1.8023 -5.8797 3.5397  0.097
168 H -1.9306 -3.2719 -1.0010  0.081
169 H -0.2411 -3.0578 -1.0129  0.068
170 H -1.3113 -1.7275 -0.6213  0.063
171 H -3.5663 -4.5244 1.8935  0.106
172 C -5.2296 2.9397 -0.4065  -0.023
173 C -4.2538 1.7747 -0.0739  -0.471
174 C -4.7698 0.9328 1.0796  -0.139
175 C -5.9155 0.0050 0.6783  -0.173
176 C -5.5882 -0.9184 -0.5159  -0.106
177 C -4.9279 -0.1630 -1.7632  -0.463
178 N -3.9641 0.8416 -1.2123  -0.109
179 O -3.1367 1.3745 -2.1948  -0.014
180 C -4.1318 -1.1879 -2.5872  -0.029
181 C -6.0506 0.5227 -2.5622  -0.024
182 C -2.9187 2.4399 0.3009  -0.033
183 H -6.2518 2.5665 -0.4685  0.060
184 H -4.9445 3.2270 -1.4185  0.082
185 H -5.1997 3.8861 0.1334  0.083
186 H -3.9009 0.4372 1.5127  0.098
187 H -5.1944 1.5451 1.8751  0.113
188 H -6.8502 0.5389 0.5068  0.105
189 H -6.1751 -0.5901 1.5539  0.106
190 H -6.5380 -1.3999 -0.7486  0.110
191 H -4.9019 -1.7302 -0.2748  0.098
192 H -4.7802 -2.0259 -2.8433  0.089
193 H -3.8255 -0.7173 -3.5215  0.075
194 H -3.2428 -1.5901 -2.1014  0.058
195 H -5.5423 1.0685 -3.3571  0.081
196 H -6.8036 -0.1325 -3.0000  0.086
197 H -6.4779 1.3044 -1.9340  0.056
198 H -2.9934 2.9412 1.2659  0.070
199 H -2.6388 3.1551 -0.4726  0.078
200 H -2.0176 1.8435 0.4445  0.062
201 H -2.3333 0.8971 -1.9750  0.077